A molecular structure, C61H52I2N6OPZr, computed with ωB97M-V with the def2-TZVPD basis set.

Output
HOMO energy: -10.063 eV
total charge: +1
ΔE to the lowest compared entry with this formula, charge and spin: 0.0 kcal/mol
orbital gap: 7.614 eV

XYZ file:
```
124
Properties=species:S:1:pos:R:3:forces:R:3
Zr 0.613759 -0.826853 -0.491218 0.4 -0.4 -0.4
N 0.775124 -2.549676 -2.552494 0.1 -0.2 0.4
C -0.364401 -3.335615 -2.876310 0.1 0.2 -0.1
C -0.887053 -3.275205 -4.161509 -0.1 0.0 0.0
C -2.037572 -3.981859 -4.481681 0.0 0.0 0.0
C -2.656385 -4.758446 -3.512966 0.1 0.0 0.0
C -2.122424 -4.807843 -2.231809 -0.1 0.0 0.0
C -0.974748 -4.096841 -1.883298 0.1 -0.1 0.1
C -0.503651 -4.094438 -0.465602 -0.1 0.0 -0.2
C -0.601227 -5.287939 0.252151 0.0 0.0 0.1
C -0.450728 -5.314427 1.632206 0.0 0.0 -0.1
C -0.226926 -4.122201 2.302990 0.0 -0.1 -0.1
C -0.072321 -2.948983 1.570854 -0.1 -0.1 0.1
C -0.151351 -2.889134 0.173081 -0.1 0.0 0.2
H 1.241534 -2.205904 -3.387171 0.0 0.0 0.0
H 1.458392 -3.087543 -2.023132 -0.1 -0.1 0.0
H -0.375339 -2.688905 -4.918921 0.0 0.0 0.0
H -2.438002 -3.933326 -5.486030 0.0 0.0 0.0
H -3.553085 -5.317469 -3.746660 0.0 0.0 0.0
H -2.626106 -5.385828 -1.465318 0.0 0.0 0.0
H -0.823348 -6.207199 -0.279082 0.0 0.0 0.0
H -0.539748 -6.248393 2.172498 0.0 0.0 0.0
H -0.153253 -4.103745 3.384739 0.0 0.0 0.0
H 0.122584 -2.046614 2.140036 0.1 0.0 0.0
C -4.752204 1.762741 3.252113 0.0 0.0 0.0
C -4.189592 0.630833 4.071631 0.0 0.1 0.0
C -4.564090 0.439596 5.398676 0.0 0.0 0.0
C -4.029383 -0.586873 6.164086 0.0 0.0 -0.1
C -3.113269 -1.465385 5.601988 0.0 0.0 0.0
C -2.744154 -1.309911 4.275270 0.0 -0.1 0.1
C -3.267543 -0.262340 3.528259 0.0 0.1 -0.2
N -2.884275 -0.113363 2.159283 -0.2 0.0 0.1
C -1.616298 -0.009345 1.700078 0.1 -0.1 -0.3
N -0.677054 0.193988 2.639494 0.2 0.0 -0.1
C 0.734773 0.388296 2.536673 -0.2 0.1 0.2
C 1.464403 0.076116 1.392076 -0.2 -0.1 0.4
C 2.839680 0.345074 1.464886 0.0 0.0 -0.1
C 3.444227 0.870865 2.588521 0.0 0.0 0.1
C 2.674349 1.147734 3.712726 0.1 0.0 0.0
C 1.312391 0.914595 3.709072 0.0 0.0 0.0
C 0.478499 1.244955 4.920541 0.0 0.0 0.0
N -1.344868 -0.095941 0.406189 -0.4 0.1 0.0
C -2.509388 -0.239285 -0.454757 0.2 0.1 0.1
C -2.853730 -1.500992 -0.924826 0.0 0.0 -0.2
C -3.901677 -1.667335 -1.819520 0.0 0.0 0.0
C -4.644426 -0.565991 -2.215429 0.0 0.0 0.0
C -4.336049 0.684624 -1.699107 0.0 0.0 0.0
C -3.271800 0.878534 -0.820066 -0.1 0.0 0.0
C -3.004531 2.248056 -0.260584 0.0 0.0 0.0
H -5.484150 2.326497 3.828325 0.0 0.0 0.0
H -5.251873 1.411976 2.344889 0.0 0.0 0.0
H -3.965641 2.453240 2.938005 0.0 0.0 0.0
H -5.285583 1.118170 5.838498 0.0 0.0 0.0
H -4.334091 -0.704706 7.195655 0.0 0.0 0.0
H -2.703223 -2.280550 6.183417 0.0 0.0 0.0
H -2.060570 -2.008088 3.804336 0.0 0.0 0.0
H -3.602843 -0.151896 1.451673 0.0 -0.1 0.0
H -1.062755 0.330195 3.560423 0.1 -0.1 0.0
H 3.465412 0.141654 0.603331 0.0 0.0 0.0
H 4.510630 1.062318 2.597718 0.0 0.0 0.0
H 3.136996 1.556172 4.604168 0.0 0.0 0.0
H 1.108351 1.609539 5.729271 0.0 0.0 0.0
H -0.066655 0.375376 5.304530 0.0 0.0 0.0
H -0.256682 2.028922 4.707004 0.0 0.0 0.0
H -2.289483 -2.355115 -0.587562 0.0 0.0 0.0
H -4.130752 -2.657603 -2.192724 0.0 0.0 0.0
H -5.469326 -0.679189 -2.907552 0.0 0.0 0.0
H -4.926237 1.546489 -1.990670 0.0 0.0 0.0
H -3.617438 2.994530 -0.765645 0.0 0.0 0.0
H -1.965748 2.536553 -0.376170 0.1 0.0 0.0
H -3.229285 2.299387 0.809099 0.0 0.0 -0.1
I 3.418314 -0.072726 -4.741555 -0.1 0.1 0.0
C 4.119857 -1.059955 -3.059096 0.3 -0.2 -0.2
C 5.351917 -1.755505 -3.132948 -0.2 0.1 0.1
C 5.760038 -2.559915 -2.108479 -0.1 0.0 0.1
I 7.603470 -3.504127 -2.258089 0.1 -0.1 0.0
C 4.909309 -2.773843 -0.987835 0.1 -0.1 0.0
C 5.173023 -3.653340 0.088904 0.1 0.0 -0.1
C 4.236561 -3.819691 1.063143 -0.1 0.0 0.1
C 3.009840 -3.132683 0.976687 0.1 0.0 0.1
N 2.732753 -2.290096 0.013889 0.0 0.2 -0.4
C 3.687163 -2.084815 -0.946788 -0.1 -0.1 0.3
C 3.329697 -1.147219 -1.944005 -0.5 0.4 0.0
O 2.214038 -0.457077 -1.753455 0.6 0.2 -0.3
H 5.967886 -1.643710 -4.014547 0.0 0.0 0.0
H 6.109806 -4.194264 0.119482 0.0 0.0 0.0
H 4.407072 -4.488777 1.894721 0.0 0.0 0.0
H 2.242206 -3.287348 1.721935 0.0 0.0 0.0
N -0.360565 0.099397 -2.580817 0.4 0.2 0.2
C -0.799072 1.448363 -2.883266 -0.1 -0.4 0.0
C -1.839046 1.618282 -3.785924 0.0 0.1 -0.1
C -2.281456 2.893325 -4.095444 0.0 0.0 0.0
C -1.670550 4.001565 -3.517554 0.0 0.0 0.0
C -0.632681 3.819335 -2.618218 -0.1 0.1 0.1
C -0.191724 2.541684 -2.274287 0.0 0.0 0.0
P 1.052927 2.202066 -0.984191 0.0 -0.1 0.0
C 2.620648 2.735415 -1.751638 0.1 0.1 0.0
C 2.694375 3.239570 -3.043208 0.0 0.0 -0.1
C 3.910798 3.664238 -3.569544 0.0 0.0 0.0
C 5.065770 3.581090 -2.810429 0.0 0.0 0.0
C 5.002087 3.083155 -1.512142 -0.1 0.0 -0.1
C 3.788837 2.670775 -0.985865 0.0 0.0 0.0
C 0.776001 3.527812 0.242916 0.1 0.1 0.0
C -0.060468 3.274579 1.328178 0.0 0.0 0.0
C -0.312169 4.251396 2.280992 0.1 0.0 0.0
C 0.289050 5.497964 2.167698 0.0 0.0 0.0
C 1.137555 5.758307 1.099423 0.0 0.0 0.0
C 1.382247 4.779771 0.144947 0.0 0.1 0.0
H -0.953697 -0.581560 -3.050145 -0.1 0.0 0.1
H 0.592216 -0.027986 -2.933174 -0.1 0.1 -0.3
H -2.310583 0.750504 -4.234377 0.0 0.0 0.0
H -3.100111 3.021539 -4.792760 0.0 0.0 0.0
H -2.009098 5.000209 -3.761084 0.0 0.0 0.0
H -0.174999 4.681071 -2.145425 0.0 0.0 0.0
H 1.801501 3.310554 -3.653130 0.0 0.0 0.0
H 3.950861 4.055770 -4.578614 0.0 0.0 0.0
H 6.011686 3.910161 -3.221612 0.0 0.0 0.0
H 5.898247 3.027411 -0.906862 0.0 0.0 0.0
H 3.747629 2.317250 0.036958 0.0 0.0 0.0
H -0.521854 2.304568 1.425520 0.0 0.0 0.0
H -0.970612 4.036457 3.114701 0.0 0.0 0.0
H 0.103289 6.262265 2.911537 0.0 0.0 0.0
H 1.615099 6.725569 1.007483 0.0 0.0 0.0
H 2.058147 4.994499 -0.675243 0.0 0.0 0.0
```
Forces are in eV/Å.

Atomic partial charges in e from the Löwdin method, atoms 1 to 99: number 1, Zr, carries 1.71; number 2, N, carries 0.06; number 3, C, carries -0.25; number 4, C, carries -0.03; number 5, C, carries -0.08; number 6, C, carries -0.08; number 7, C, carries -0.04; number 8, C, carries -0.15; number 9, C, carries -0.21; number 10, C, carries -0.03; number 11, C, carries -0.07; number 12, C, carries -0.10; number 13, C, carries -0.18; number 14, C, carries -0.23; number 15, H, carries 0.08; number 16, H, carries 0.10; number 17, H, carries 0.12; number 18, H, carries 0.11; number 19, H, carries 0.11; number 20, H, carries 0.12; number 21, H, carries 0.12; number 22, H, carries 0.11; number 23, H, carries 0.11; number 24, H, carries 0.07; number 25, C, carries -0.03; number 26, C, carries -0.20; number 27, C, carries -0.03; number 28, C, carries -0.07; number 29, C, carries -0.07; number 30, C, carries -0.02; number 31, C, carries -0.20; number 32, N, carries 0.17; number 33, C, carries -0.38; number 34, N, carries 0.14; number 35, C, carries -0.24; number 36, C, carries -0.24; number 37, C, carries -0.16; number 38, C, carries -0.07; number 39, C, carries -0.04; number 40, C, carries -0.21; number 41, C, carries -0.03; number 42, N, carries 0.00; number 43, C, carries -0.26; number 44, C, carries -0.02; number 45, C, carries -0.05; number 46, C, carries -0.07; number 47, C, carries -0.04; number 48, C, carries -0.22; number 49, C, carries -0.01; number 50, H, carries 0.08; number 51, H, carries 0.09; number 52, H, carries 0.07; number 53, H, carries 0.12; number 54, H, carries 0.11; number 55, H, carries 0.11; number 56, H, carries 0.11; number 57, H, carries 0.14; number 58, H, carries 0.10; number 59, H, carries 0.08; number 60, H, carries 0.11; number 61, H, carries 0.11; number 62, H, carries 0.09; number 63, H, carries 0.08; number 64, H, carries 0.08; number 65, H, carries 0.09; number 66, H, carries 0.10; number 67, H, carries 0.11; number 68, H, carries 0.12; number 69, H, carries 0.09; number 70, H, carries 0.05; number 71, H, carries 0.06; number 72, I, carries 1.01; number 73, C, carries -0.63; number 74, C, carries -0.21; number 75, C, carries -0.67; number 76, I, carries 0.96; number 77, C, carries -0.20; number 78, C, carries -0.02; number 79, C, carries -0.01; number 80, C, carries -0.08; number 81, N, carries 0.07; number 82, C, carries -0.17; number 83, C, carries -0.44; number 84, O, carries -0.39; number 85, H, carries 0.08; number 86, H, carries 0.07; number 87, H, carries 0.12; number 88, H, carries 0.10; number 89, N, carries 0.02; number 90, C, carries -0.29; number 91, C, carries -0.03; number 92, C, carries -0.06; number 93, C, carries -0.06; number 94, C, carries -0.08; number 95, C, carries -0.32; number 96, P, carries 1.12; number 97, C, carries -0.37; number 98, C, carries -0.12; number 99, C, carries -0.10